Record 1
Here is an isolated ion of composition C3H7BrN2P and charge +1 at a distorted geometry from the Open Molecules 2025 dataset. Energies are from ωB97M-V/def2-TZVPD.

XYZ file:
```
14
Properties=species:S:1:pos:R:3
Br 3.1242 0.7002 0.3799
P -0.9454 0.7800 -2.4566
N -0.0243 -1.0015 -0.3066
N 0.2103 1.2358 0.3836
C 1.1313 0.4945 1.1991
C -0.3391 0.1223 -0.8359
C 0.7291 -1.0021 0.9862
H 1.1921 0.8183 2.1278
H -1.8144 -0.2781 -2.5800
H 0.4744 2.0951 -0.1258
H 0.1463 -1.4082 1.7975
H -1.8998 1.7610 -2.1767
H 1.5973 -1.5231 0.8170
H -0.3712 -1.9464 -0.5336
```

## Properties
charge	+1
structure (SMILES)	PC1=[NH+]C[C@@H](Br)N1
HOMO-LUMO gap	8.98	eV
energy relative to the best compared isomer or geometry (same formula, charge and spin)	127.1	kJ/mol

Record 2
Here is C3H7CeO3 as an isolated structure at a distorted geometry from the Open Molecules 2025 dataset. Energies are from ωB97M-V/def2-TZVPD.

XYZ file:
```
14
Properties=species:S:1:pos:R:3
Ce -1.3466 -0.1408 -1.8715
O -1.3570 -0.8380 -3.9772
O 0.5490 0.6327 -0.3944
O -1.6272 -0.7435 0.1456
C -1.3523 0.2186 1.1352
C 0.1211 0.5913 0.9683
C 1.6266 -0.2585 -0.7050
H 0.4697 1.4667 1.5329
H 1.1322 -1.3888 -0.4479
H 0.5975 -0.3115 1.3931
H -1.9513 1.1379 1.2787
H 2.2520 -0.3615 0.1942
H 2.3300 0.2374 -1.3898
H -1.4438 -0.2420 2.1376
```

## Properties
charge	+1
spin multiplicity	3
HOMO-LUMO gap (spin up / spin down)	9.76 / 8.61	eV
energy relative to the best compared isomer or geometry (same formula, charge and spin)	148.5	kJ/mol

Record 3
Here is C3H7CeO3 as an isolated structure at a distorted geometry from the Open Molecules 2025 dataset. Energies are from ωB97M-V/def2-TZVPD.

XYZ file:
```
14
Properties=species:S:1:pos:R:3
Ce 1.1383 0.8228 0.4034
O 0.8552 -1.3861 0.2082
O -1.1163 -0.9759 0.4394
O -0.6185 1.7807 -0.1135
C -2.1693 -0.0553 0.0631
C -0.2324 -1.6061 -0.6344
C -1.6575 1.1239 -0.7563
H -2.5251 1.7965 -0.8968
H -2.9225 -0.6316 -0.4893
H -0.4811 -2.6669 -0.4915
H 0.0971 -1.8042 1.1566
H -1.3806 0.7783 -1.7737
H -2.5810 0.2872 1.0201
H -0.6943 -1.4637 -1.6185
```

## Properties
charge	+2
spin multiplicity	2
HOMO-LUMO gap (spin up / spin down)	9.43 / 9.48	eV
energy relative to the best compared isomer or geometry (same formula, charge and spin)	298.9	kJ/mol

Record 4
Here is one molecule with the formula C3H7Cl at a distorted geometry from the Open Molecules 2025 dataset. Energies are from ωB97M-V/def2-TZVPD.

XYZ file:
```
11
Properties=species:S:1:pos:R:3
Cl -0.7583 -1.3445 -2.0859
C -0.6890 0.1512 -1.0922
C 0.9870 0.0504 0.8614
C -0.4640 -0.0747 0.4204
H 1.6008 0.8730 0.5277
H -1.7090 0.6398 -1.2298
H 1.6611 -0.7274 0.5144
H -0.8300 -1.0238 0.5253
H -1.0778 0.6871 0.7989
H 0.2121 0.7656 -1.2636
H 1.0670 0.0033 2.0234
```

## Properties
spin multiplicity	3
HOMO-LUMO gap (spin up / spin down)	5.19 / 6.58	eV
energy relative to the best compared isomer or geometry (same formula, charge and spin)	307.9	kJ/mol

Record 5
Here is a 2-piece molecular cluster, C3H7ClFN2O2 overall at a distorted geometry from the Open Molecules 2025 dataset. Energies are from ωB97M-V/def2-TZVPD.

XYZ file:
```
16
Properties=species:S:1:pos:R:3
Cl -1.2591 -2.1284 1.8305
F 0.8910 1.7275 0.5470
O 2.4488 -2.1718 -0.8696
O 2.0193 -0.1560 -1.4642
N 1.7030 -1.2113 -0.9692
N -0.7610 -0.7654 -1.2235
C 1.3549 -1.1446 1.8439
C 0.1092 -0.9625 1.0053
C 0.1652 -1.4215 -0.4617
H -0.8558 -1.0437 -2.1869
H 1.1432 -0.8677 2.8848
H -1.0659 0.2170 -0.8793
H 1.7442 -2.1703 1.7856
H 2.1640 -0.4956 1.4816
H 0.1437 -2.5214 -0.5405
H -0.4728 -0.0281 1.0573
```

## Properties
charge	-1
HOMO-LUMO gap	7.62	eV
energy relative to the best compared isomer or geometry (same formula, charge and spin)	52.8	kJ/mol

Record 6
Here is C3H7ClMgNO as an isolated structure at a distorted geometry from the Open Molecules 2025 dataset. Energies are from ωB97M-V/def2-TZVPD.

XYZ file:
```
14
Properties=species:S:1:pos:R:3
Cl -3.7634 0.0823 0.6051
Mg -4.8447 -1.4607 1.8025
O 0.2795 2.0338 1.2797
N 0.5956 0.1752 0.0065
C -0.1736 1.1296 0.5788
C 0.0428 -0.5267 -1.1683
C 2.0368 -0.0670 0.2173
H 2.2936 -1.0878 -0.0656
H -1.1830 1.2803 0.1657
H 0.2950 -1.5733 -0.9978
H 2.6113 0.5754 -0.4501
H -1.0465 -0.4866 -1.1752
H 0.5931 -0.2251 -2.0595
H 2.2636 0.1507 1.2609
```

## Properties
charge	+1
HOMO-LUMO gap	3.08	eV
energy relative to the best compared isomer or geometry (same formula, charge and spin)	301.9	kJ/mol